270
Properties=species:S:1:pos:R:3 method="wB97M-V/def2-TZVPD" lumo_ev=-4.6 homo_energy_ev=-8.84 relative_energy_kj_mol=31.04 charge=+4 e_tot_ev=-135423.35274 homo_lumo_gap_ev=4.28
C 1.956 2.786 -0.201
O 3.123 2.506 -0.946
H 2.059 3.540 0.580
H 1.044 3.058 -0.732
H 1.685 1.879 0.339
C -2.896 2.959 7.004
C -1.361 2.853 6.853
C -0.696 4.235 7.158
C 0.738 4.199 6.745
P 1.771 5.682 7.104
C 1.067 7.171 6.253
C 0.705 6.925 4.779
C -0.009 8.077 4.011
C 0.355 8.087 2.536
C 1.874 5.980 8.944
C 2.387 4.682 9.668
C 1.992 4.551 11.180
C 0.515 4.601 11.611
C 3.433 5.362 6.430
C 4.363 6.508 6.866
C 5.744 6.097 7.047
C 5.959 5.126 8.224
H -3.365 3.568 6.231
H -3.158 3.271 8.014
H -3.250 1.928 6.981
H -1.192 2.388 5.882
H -0.974 2.127 7.568
H -0.790 4.425 8.227
H -1.318 5.025 6.738
H 0.771 4.016 5.671
H 1.108 3.245 7.122
H 1.588 8.119 6.387
H 0.078 7.425 6.635
H -0.054 6.143 4.802
H 1.470 6.555 4.096
H 0.285 9.076 4.332
H -1.078 8.033 4.221
H 0.081 7.177 2.003
H 1.427 8.216 2.387
H -0.158 8.969 2.152
H 0.877 6.168 9.343
H 2.509 6.815 9.240
H 3.441 4.412 9.599
H 1.931 3.846 9.138
H 2.568 5.337 11.668
H 2.251 3.543 11.502
H 0.511 4.371 12.676
H -0.066 3.777 11.198
H 0.061 5.592 11.623
H 3.357 5.122 5.370
H 3.697 4.483 7.018
H 4.078 6.923 7.833
H 4.340 7.357 6.184
H 6.287 7.032 7.183
H 6.172 5.623 6.164
H 7.007 5.198 8.515
H 5.797 4.068 8.017
H 5.413 5.375 9.134
C 6.164 9.297 -10.146
C 4.675 9.144 -9.792
C 4.307 8.487 -8.462
C 4.679 6.943 -8.496
P 4.376 5.932 -7.014
C 5.557 4.480 -6.911
C 5.264 3.413 -7.998
C 6.402 2.373 -8.000
C 6.194 1.227 -8.976
C 4.549 7.006 -5.568
C 5.938 7.213 -4.978
C 6.132 8.149 -3.802
C 5.616 7.602 -2.463
C 2.757 5.280 -7.128
C 1.566 6.383 -7.087
C 0.224 5.741 -6.712
C -0.537 4.917 -7.780
H 6.580 10.092 -9.528
H 6.292 9.429 -11.221
H 6.756 8.495 -9.705
H 4.272 8.598 -10.645
H 4.253 10.149 -9.772
H 3.241 8.551 -8.242
H 4.884 8.984 -7.682
H 5.740 6.821 -8.712
H 4.272 6.575 -9.437
H 5.389 4.050 -5.924
H 6.579 4.847 -6.819
H 5.364 3.798 -9.013
H 4.240 3.048 -7.918
H 6.497 1.978 -6.989
H 7.277 2.967 -8.265
H 6.685 0.354 -8.545
H 6.434 1.510 -10.000
H 5.131 0.984 -8.976
H 3.918 6.624 -4.766
H 4.065 7.953 -5.807
H 6.655 7.387 -5.780
H 6.220 6.186 -4.746
H 5.548 9.069 -3.835
H 7.172 8.449 -3.666
H 6.298 6.839 -2.088
H 4.568 7.302 -2.497
H 5.747 8.465 -1.812
H 2.734 4.518 -6.350
H 2.732 4.732 -8.070
H 1.441 6.991 -7.983
H 1.715 7.134 -6.311
H -0.387 6.619 -6.503
H 0.391 5.108 -5.840
H -1.304 4.298 -7.313
H 0.085 4.356 -8.477
H -1.062 5.667 -8.372
C -6.447 -12.247 4.216
C -5.802 -11.253 3.185
C -4.322 -11.674 2.733
C -3.477 -10.735 1.924
P -3.650 -10.947 0.061
C -2.612 -9.548 -0.684
C -1.220 -9.119 -0.103
C -1.205 -8.121 1.089
C -1.314 -6.649 0.562
C -3.035 -12.672 -0.366
C -1.444 -12.781 -0.458
C -0.889 -14.082 -1.063
C 0.623 -13.833 -1.315
C -5.426 -10.829 -0.473
C -6.176 -12.160 -0.271
C -7.636 -11.996 -0.847
C -8.401 -13.163 -1.399
H -5.644 -12.557 4.885
H -6.536 -13.238 3.772
H -7.334 -12.095 4.831
H -5.813 -10.188 3.420
H -6.457 -11.180 2.317
H -4.493 -12.674 2.334
H -3.902 -11.774 3.734
H -2.423 -10.842 2.183
H -3.832 -9.728 2.143
H -3.397 -8.792 -0.667
H -2.464 -9.812 -1.731
H -0.424 -8.963 -0.831
H -0.794 -10.052 0.264
H -0.263 -8.215 1.631
H -2.068 -8.332 1.720
H -0.605 -6.478 -0.248
H -1.146 -5.925 1.359
H -2.291 -6.576 0.084
H -3.514 -13.127 -1.233
H -3.328 -13.244 0.515
H -1.077 -12.631 0.557
H -1.159 -11.936 -1.084
H -1.388 -14.465 -1.953
H -1.013 -14.864 -0.314
H 0.963 -13.472 -0.344
H 0.812 -13.023 -2.019
H 1.210 -14.702 -1.611
H -5.423 -10.540 -1.524
H -6.057 -10.098 0.032
H -6.311 -12.470 0.766
H -5.644 -12.965 -0.777
H -7.587 -11.449 -1.788
H -8.326 -11.474 -0.184
H -9.417 -12.858 -1.649
H -8.587 -14.035 -0.773
H -8.005 -13.397 -2.388
C 7.852 -5.299 -3.729
C 7.511 -3.961 -3.186
C 8.516 -3.309 -2.305
C 7.885 -2.242 -1.339
P 9.085 -1.380 -0.129
C 8.276 -0.923 1.492
C 7.349 -2.098 1.980
C 7.038 -2.034 3.521
C 5.884 -2.885 3.931
C 10.528 -2.490 0.188
C 11.552 -1.962 1.252
C 12.776 -2.940 1.278
C 13.582 -2.651 2.549
C 9.882 0.064 -0.849
C 10.908 -0.234 -1.967
C 11.447 1.221 -2.411
C 12.736 1.124 -3.252
H 8.729 -5.333 -4.375
H 7.033 -5.740 -4.297
H 8.201 -5.947 -2.925
H 6.711 -4.068 -2.454
H 7.196 -3.288 -3.983
H 9.293 -2.846 -2.913
H 9.152 -4.029 -1.790
H 7.144 -2.810 -0.778
H 7.340 -1.474 -1.888
H 7.746 0.006 1.281
H 9.002 -0.667 2.263
H 7.897 -3.030 1.843
H 6.445 -2.138 1.373
H 6.828 -0.986 3.737
H 7.895 -2.417 4.075
H 5.387 -2.457 4.802
H 6.193 -3.902 4.171
H 5.192 -2.878 3.090
H 11.000 -2.551 -0.793
H 10.032 -3.408 0.504
H 11.181 -1.951 2.276
H 11.883 -0.950 1.017
H 13.393 -2.789 0.392
H 12.448 -3.979 1.307
H 13.435 -3.428 3.300
H 13.295 -1.679 2.950
H 14.633 -2.846 2.339
H 10.338 0.616 -0.026
H 9.072 0.693 -1.219
H 10.458 -0.819 -2.770
H 11.736 -0.818 -1.564
H 11.592 1.834 -1.522
H 10.609 1.754 -2.861
H 12.980 2.077 -3.722
H 12.718 0.293 -3.958
H 13.543 0.795 -2.597
C -13.068 1.571 4.385
C -11.858 1.718 3.401
C -12.294 1.250 2.046
C -11.165 1.574 1.011
P -11.589 1.588 -0.763
C -11.478 -0.099 -1.332
C -12.316 -1.217 -0.691
C -12.050 -2.549 -1.353
C -12.929 -3.736 -0.859
C -13.328 2.207 -1.005
C -13.816 2.272 -2.511
C -15.144 3.017 -2.540
C -15.088 4.555 -2.216
C -10.332 2.557 -1.638
C -8.853 2.217 -1.392
C -8.126 3.186 -0.427
C -8.448 4.666 -0.589
H -13.228 0.552 4.738
H -14.078 1.834 4.070
H -12.952 2.181 5.281
H -10.924 1.258 3.724
H -11.578 2.760 3.245
H -13.197 1.805 1.794
H -12.500 0.181 2.105
H -10.279 0.970 1.211
H -10.840 2.587 1.245
H -10.408 -0.306 -1.337
H -11.758 -0.078 -2.385
H -13.372 -0.964 -0.793
H -11.968 -1.183 0.342
H -11.006 -2.848 -1.445
H -12.256 -2.459 -2.420
H -12.746 -3.982 0.186
H -12.919 -4.692 -1.383
H -13.965 -3.406 -0.775
H -13.214 3.241 -0.678
H -13.997 1.637 -0.361
H -13.860 1.243 -2.870
H -13.188 2.830 -3.206
H -15.858 2.617 -1.820
H -15.657 2.762 -3.467
H -16.007 5.068 -2.499
H -14.267 5.154 -2.610
H -15.008 4.657 -1.134
H -10.528 3.604 -1.406
H -10.513 2.456 -2.708
H -8.385 2.187 -2.376
H -8.850 1.196 -1.011
H -7.045 3.129 -0.303
H -8.458 2.979 0.590
H -8.228 4.995 -1.604
H -7.775 5.288 0.002
H -9.473 4.979 -0.385